{"formula": "C5H4N2", "method": "ωB97M-V with the def2-TZVPD basis set", "symbols": ["H", "N", "C", "C", "C", "C", "C", "N", "H", "H", "H"], "coordinates": [[2.1994, -1.1210, 2.0981], [1.4935, -0.4115, 1.9020], [0.8625, -0.5217, 0.8073], [-0.0990, 0.5441, 0.3979], [0.0889, 1.0038, -1.0453], [-0.9530, 0.2765, -0.7795], [-2.1312, -0.3304, -1.1281], [-3.0888, -0.8347, -1.4671], [1.1313, -1.0415, -0.2141], [-0.2521, 1.1794, 1.2675], [0.7485, 1.2570, -1.8387]], "forces_ev_per_a": [[0.01, 0.09, -0.48], [-0.82, -0.76, -0.14], [1.41, 0.63, -2.00], [1.20, -0.24, 0.70], [-0.80, -1.17, 0.50], [0.69, 1.46, 0.66], [0.53, 0.13, -0.31], [-1.81, -0.93, -0.46], [-0.05, -0.45, 2.22], [-0.71, 0.57, -0.50], [0.33, 0.67, -0.19]], "relative_energy_kcal_mol": 83.5, "homo_ev": -10.11, "max_force_ev_per_a": 2.526, "lumo_energy_ev": -0.4, "total_charge": 0, "spin_multiplicity": 1}

=====

{"formula": "C10H10BN5O4", "method": "ωB97M-V with the def2-TZVPD basis set", "symbols": ["H", "B", "N", "C", "C", "C", "C", "C", "H", "H", "H", "H", "H", "H", "H", "O", "N", "C", "C", "C", "N", "O", "O", "N", "C", "N", "C", "O", "H", "H"], "coordinates": [[-1.0166, 0.1684, -0.4659], [-1.2147, 1.0350, 0.7583], [0.0712, 1.3116, 1.5545], [0.0293, 1.9293, 2.7684], [1.1863, 2.1322, 3.5020], [2.4124, 1.6927, 2.9999], [2.4396, 1.0891, 1.7517], [1.2599, 0.9379, 1.0279], [-1.7090, 2.0514, 0.3304], [-1.9555, 0.3168, 1.3801], [-0.9531, 2.2362, 3.1140], [1.1060, 2.6261, 4.4627], [3.3402, 1.8206, 3.5746], [3.3354, 0.7107, 1.2666], [1.2196, 0.5184, 0.0303], [-3.4382, 0.1084, -1.6825], [-3.2154, -1.1297, -1.7314], [-1.8600, -1.5452, -1.5271], [-0.8977, -0.4515, -1.4015], [0.4109, -0.9551, -1.7297], [1.5680, -0.2618, -1.8602], [1.8338, 0.9428, -1.6892], [2.6015, -1.2297, -2.1521], [2.0329, -2.5046, -2.3706], [0.6858, -2.3144, -2.1029], [-0.2552, -3.2861, -2.2452], [-1.4887, -2.8774, -1.8447], [-4.1084, -1.9759, -1.9812], [-1.1615, 0.5638, -1.8819], [-2.2589, -3.6599, -1.8553]], "forces_ev_per_a": [[0.35, 0.56, 2.85], [-1.53, 0.47, 1.03], [1.30, 0.02, -0.03], [0.24, -0.40, -0.50], [-0.32, -0.02, -0.20], [0.21, -0.08, -0.04], [-0.22, -0.12, -0.54], [-0.40, 0.02, 1.01], [0.38, -0.51, -0.44], [0.25, -0.08, -0.36], [0.16, -0.09, -0.05], [0.06, -0.06, -0.09], [-0.54, -0.05, -0.27], [0.01, 0.23, 0.31], [0.16, 0.22, 0.71], [0.27, -1.74, 0.14], [-1.13, 0.05, -0.11], [-0.45, 0.13, -0.36], [-1.13, 1.55, -2.71], [2.71, 0.15, -0.32], [-0.86, -1.70, -0.01], [0.23, -1.03, -0.54], [-1.15, 0.61, -0.16], [-2.97, 1.89, 1.02], [2.40, -0.41, -0.66], [-1.48, 0.64, 1.49], [1.46, -0.32, -0.89], [1.58, 1.37, 0.51], [0.22, -1.90, -0.65], [0.21, 0.58, -0.17]], "homo_ev": -8.04, "max_force_ev_per_a": 3.663, "lumo_energy_ev": -1.3, "total_charge": 0, "spin_multiplicity": 1}

=====

{"formula": "C18H21F7NO5", "method": "ωB97M-V with the def2-TZVPD basis set", "symbols": ["C", "C", "C", "F", "C", "C", "C", "O", "O", "C", "C", "C", "F", "F", "F", "C", "C", "C", "C", "C", "O", "C", "C", "O", "N", "C", "F", "F", "F", "C", "O", "H", "H", "H", "H", "H", "H", "H", "H", "H", "H", "H", "H", "H", "H", "H", "H", "H", "H", "H", "H", "H"], "coordinates": [[-3.4656, 0.1373, 4.2317], [-2.1921, 0.5202, 3.3343], [-2.5948, 1.0220, 1.8318], [-2.3845, 2.4487, 1.6559], [-1.8422, 0.1554, 0.6850], [-0.2985, -0.0350, 0.7326], [0.7058, 0.5831, 1.8022], [0.8530, -0.0321, 2.8958], [1.5023, 1.7456, 1.6203], [0.6988, 2.9532, 1.4723], [0.2508, 3.6326, 2.8502], [0.0989, 5.2403, 2.7506], [-1.0934, 5.5631, 2.0530], [-0.0117, 5.7788, 4.0811], [1.2301, 5.8720, 2.1781], [0.3025, -0.9251, -0.3895], [-0.6173, -1.5587, -1.4985], [0.1973, -2.4668, -2.5330], [1.6328, -1.8098, -2.9650], [2.8553, -2.5686, -2.1878], [3.6034, -3.4676, -3.0519], [4.9231, -2.8809, -3.1327], [5.0638, -1.5541, -4.0596], [5.9379, -3.3249, -2.5630], [-2.0696, -1.3173, -1.5400], [-2.7966, -1.9305, -2.6574], [-2.2732, -1.3256, -3.8538], [-4.1720, -1.7050, -2.7356], [-2.6691, -3.3583, -2.7003], [-2.6608, -0.5009, -0.4846], [-4.0495, -0.2523, -0.4186], [-3.0595, -0.3418, 5.2030], [-4.0687, 1.0635, 4.5131], [-4.0523, -0.6656, 3.6716], [-1.6029, -0.4616, 3.1605], [-1.5060, 1.3177, 3.8128], [-3.7424, 0.8844, 1.7822], [-0.1519, 2.7210, 0.7469], [1.3736, 3.7237, 0.9323], [-0.7328, 3.2529, 3.2838], [1.0478, 3.4651, 3.6714], [1.4407, -1.1102, -0.3667], [-0.3963, -2.8286, -3.4331], [0.4883, -3.4225, -1.9432], [1.6971, -0.6941, -2.7384], [1.8294, -2.0094, -4.0830], [3.5405, -1.7264, -1.7788], [2.5059, -3.1555, -1.2716], [5.0616, -0.6422, -3.3514], [6.0159, -1.5574, -4.6834], [4.1143, -1.5169, -4.7072], [-4.4671, -0.9350, 0.1754]], "forces_ev_per_a": [[1.13, 0.08, 0.13], [0.36, -0.44, -0.83], [-1.12, -0.38, 0.62], [0.03, -2.43, 0.04], [1.47, -1.01, -2.02], [-1.69, -1.39, -3.71], [1.25, -1.05, 4.65], [-0.88, 1.95, -5.04], [-2.52, -1.75, -0.19], [-0.06, 1.95, -1.16], [0.42, 0.57, 0.78], [-0.14, 0.08, 0.97], [2.97, -0.28, 1.37], [0.09, -1.23, -3.34], [-2.88, -1.35, 0.95], [-3.74, 0.82, 0.35], [2.01, 1.32, 2.09], [0.19, -0.30, 0.34], [0.36, -1.05, 0.17], [-0.39, 1.36, 0.52], [1.44, 1.86, 0.97], [3.82, -0.13, 0.21], [-1.41, -0.48, 0.70], [-4.51, 1.06, -1.91], [2.18, 0.84, 2.74], [-2.16, -0.94, -3.69], [-1.02, -2.00, 3.09], [3.55, -0.23, 1.01], [0.28, 4.14, 0.31], [0.83, 1.20, 2.84], [2.55, -1.68, -0.23], [-0.76, 0.80, -1.58], [0.60, -1.42, -0.54], [0.47, 1.25, 0.87], [-0.72, 1.75, 0.59], [-1.15, -1.46, -0.71], [1.99, 0.23, -0.44], [0.86, 0.52, 1.24], [-0.96, -1.46, 0.90], [1.29, 0.57, -0.85], [-1.09, 0.21, -1.52], [-2.22, 0.15, -0.35], [0.68, 0.81, 1.31], [-0.77, 1.50, -0.82], [-0.29, -1.51, -0.48], [-0.55, 0.48, 1.75], [-0.94, -1.44, -0.62], [0.32, 0.64, -1.32], [0.11, -1.42, -1.17], [-1.35, -0.22, 1.03], [1.63, 0.16, 0.76], [0.44, 0.77, -0.78]], "homo_ev": -12.86, "max_force_ev_per_a": 5.471, "lumo_energy_ev": -5.9, "total_charge": 1, "spin_multiplicity": 1}

=====

{"formula": "C13H19ClN2O4S", "method": "ωB97M-V with the def2-TZVPD basis set", "symbols": ["C", "H", "O", "C", "C", "H", "C", "N", "C", "O", "C", "N", "C", "C", "C", "C", "C", "C", "H", "Cl", "H", "H", "H", "S", "O", "O", "C", "H", "H", "H", "H", "H", "H", "H", "H", "H", "H", "H", "H", "H"], "coordinates": [[3.8503, -0.4208, -1.5946], [4.0049, 0.3151, -2.4766], [2.5224, -1.0852, -1.9457], [2.1965, -1.9837, -1.0279], [1.0483, -2.7607, -1.7449], [0.5302, -2.2283, -2.1861], [0.4080, -3.4666, -0.3804], [-1.0665, -2.6539, -0.2171], [-0.9905, -1.6019, 0.5905], [0.0381, -1.1939, 1.3375], [-2.3070, -0.8488, 0.7678], [-2.0512, 0.5110, 0.1309], [-1.5980, 1.7928, 0.8945], [-1.2267, 1.4214, 2.4580], [-0.9800, 2.5130, 3.1045], [-0.9272, 3.7713, 2.8369], [-1.3612, 4.1525, 1.4462], [-1.6837, 2.9886, 0.6508], [-2.2819, 3.2208, -0.3226], [-1.6157, 5.6100, 1.0216], [-0.8776, 4.6116, 3.3500], [-0.4807, 2.1645, 4.3477], [-1.0534, 0.3785, 2.8255], [-1.2013, 0.6490, -1.2298], [-1.7698, -0.6526, -2.0296], [-1.9239, 1.9018, -2.0345], [0.5703, 1.1405, -1.2006], [0.4770, 2.0591, -1.0725], [0.8400, 0.6016, -0.0831], [1.0658, 0.5620, -1.8268], [-2.7294, -0.6869, 1.7003], [-3.0109, -1.1500, -0.1234], [-1.7092, -2.6209, -0.8034], [-0.1041, -4.4004, -0.7621], [0.8209, -3.5117, 0.4733], [1.2988, -3.7391, -2.0156], [2.9091, -2.6876, -0.8146], [2.0637, -1.4816, 0.0812], [4.6418, -1.1782, -1.4463], [3.6634, -0.0125, -0.6790]], "forces_ev_per_a": [[-1.63, -1.24, -4.11], [0.13, -1.24, 1.87], [4.15, 3.24, -1.66], [-2.77, 0.13, 1.73], [9.03, -9.33, 14.23], [-9.47, 8.58, -7.75], [-9.47, 1.60, -9.92], [11.08, -0.47, 8.79], [2.29, 0.84, 4.36], [-3.81, -2.00, -3.36], [0.60, 1.07, -6.11], [1.78, 4.05, 1.79], [0.60, -13.06, 8.75], [-1.01, -2.26, -6.67], [3.41, -4.48, 9.40], [-2.32, 4.11, -8.82], [1.96, -9.31, 5.56], [-3.06, 10.63, -5.71], [1.52, -0.18, 1.36], [-1.00, 6.06, -2.06], [0.92, 3.08, 3.41], [-1.74, 1.37, -3.45], [-0.27, 1.31, -0.61], [-7.86, 0.36, -9.38], [3.61, 3.57, 2.80], [3.67, -4.17, 3.43], [-2.53, -8.75, 6.86], [-0.02, 8.29, 0.30], [-0.38, 1.62, -2.75], [2.32, -1.84, -3.57], [-0.62, -0.11, 1.70], [0.68, -0.31, 2.46], [-6.96, -0.21, -7.10], [1.29, 0.43, 0.99], [3.27, 0.01, 6.07], [1.39, -0.54, -2.42], [2.51, -1.90, 0.30], [-0.72, -1.02, -2.49], [-0.32, 0.26, -0.62], [-0.23, 1.83, 2.44]], "relative_energy_kcal_mol": 372.0, "homo_ev": -8.40, "max_force_ev_per_a": 19.262, "lumo_energy_ev": 0.1, "total_charge": 0, "spin_multiplicity": 1}